[1]
2 unconnected molecules or ions with the total composition C4H4ClN3O2, computed with wB97M-V/def2-TZVPD.

Structure (XYZ):
```
14
Properties=species:S:1:pos:R:3:nbo_charge:R:1
N -2.054 -2.524 -0.727 -0.3182
C -1.885 -1.437 -0.367 0.2481
C -1.704 -0.055 0.002 -0.3440
Cl -2.797 0.527 1.232 0.0240
C -0.613 0.714 -0.407 0.5473
N -0.226 2.026 -0.146 -0.7910
O 0.321 0.265 -1.294 -0.7077
H -0.713 2.597 0.453 0.4072
H 0.489 2.301 -0.851 0.4256
H 0.009 -0.035 -2.139 0.5091
N 2.382 -1.859 1.116 -0.7650
C 2.417 -0.665 1.227 0.8594
O 2.403 0.443 1.563 -0.5080
H 1.971 -2.296 0.339 0.4130
```

Values from the calculation:
Charge: 0
Energy in eV: -25299.4074


[2]
2 unconnected molecules or ions with the total composition C4H14N2O2S, computed with wB97M-V/def2-TZVPD.

Structure (XYZ):
```
23
Properties=species:S:1:pos:R:3:nbo_charge:R:1
C 1.115 0.315 0.843 -0.2478
N 0.895 -1.009 1.373 -0.7268
C -0.233 -1.243 2.304 0.0614
O -1.405 -1.369 1.550 -0.8324
C 1.065 0.300 -0.744 -0.0750
C 0.306 -0.762 -1.572 -0.7159
S -1.488 -0.478 -1.824 -0.2211
N 0.812 1.577 -1.309 -0.8075
H 2.194 0.448 1.093 0.1879
H 0.422 1.050 1.240 0.1779
H 0.967 -1.810 0.539 0.3335
H -0.080 -2.129 2.912 0.1487
H -0.372 -0.303 2.887 0.1465
H -1.084 -1.897 0.746 0.3944
H 2.145 0.190 -1.209 0.1616
H 0.460 -1.908 -1.149 0.1061
H 0.846 -0.581 -2.482 0.2145
H -1.962 -1.375 -0.827 0.0512
H 1.694 2.162 -1.437 0.3353
H 0.241 2.087 -0.896 0.3190
H -2.979 2.193 -0.742 0.4699
H -1.508 2.316 -0.299 0.4515
O -2.051 2.228 -0.998 -0.9328
```

Values from the calculation:
Charge: -1
<S²>: 0.75
Energy in eV: -22280.8454
Spin multiplicity: 2


[3]
A single C5H13N2O molecule, computed with wB97M-V/def2-TZVPD.

Structure (XYZ):
```
21
Properties=species:S:1:pos:R:3:nbo_charge:R:1
C 1.345 -0.029 -0.831 -0.2632
N 0.245 0.621 -1.577 -0.6523
C -0.079 2.005 -1.084 -0.3122
C -0.730 2.009 0.241 0.0206
O -1.260 1.004 0.838 -0.8595
C 0.886 -0.678 0.460 -0.2210
N -0.315 -1.550 0.179 -0.5207
C -1.059 -1.744 1.446 -0.4567
H 2.088 0.706 -0.470 0.1955
H 1.966 -0.718 -1.404 0.1947
H 0.568 0.715 -2.532 0.3625
H -0.834 2.264 -1.867 0.1579
H 0.740 2.768 -1.075 0.1764
H -1.000 3.018 0.631 0.0984
H 0.633 -0.032 1.304 0.2760
H 1.671 -1.370 0.835 0.1926
H -0.144 -2.517 -0.089 0.4115
H -0.935 -1.060 -0.481 0.4794
H -1.431 -0.785 1.827 0.3045
H -1.844 -2.488 1.329 0.2047
H -0.511 -2.139 2.319 0.2108
```

Values from the calculation:
Charge: 0
<S²>: 0.75
Energy in eV: -10419.3436
Spin multiplicity: 2


[4]
2 unconnected molecules or ions with the total composition C6H9N3, computed with wB97M-V/def2-TZVPD.

Structure (XYZ):
```
18
Properties=species:S:1:pos:R:3:nbo_charge:R:1
C 2.111 0.324 0.403 0.1565
C 0.094 0.283 -0.329 0.0682
C 0.636 1.517 -0.584 0.2145
C -2.488 -0.628 0.442 -0.4496
C -1.707 -0.770 -0.539 -0.1404
C 0.827 -1.831 0.536 -0.3981
N 1.904 1.559 -0.107 -0.4942
N 1.064 -0.456 0.251 -0.3750
N 0.117 2.636 -1.228 -0.8257
H 3.066 0.042 0.738 0.1938
H -3.562 -0.991 0.537 0.2162
H -2.112 -0.203 1.417 0.2131
H -1.952 -1.064 -1.535 0.2013
H 1.708 -2.323 0.965 0.2141
H -0.026 -1.770 1.287 0.2134
H 0.530 -2.479 -0.287 0.2153
H -0.953 2.713 -0.926 0.3811
H 0.743 3.441 -1.041 0.3957
```

Values from the calculation:
Charge: 0
Energy in eV: -10834.2309


[5]
A single C5H4O2 molecule, computed with wB97M-V/def2-TZVPD.

Structure (XYZ):
```
11
Properties=species:S:1:pos:R:3:nbo_charge:R:1
O 2.222 -1.546 0.844 -0.4326
C 1.694 -0.643 0.329 0.7606
O -0.843 -1.164 0.781 -0.4597
C -1.456 -0.956 -0.348 0.1128
C -1.262 0.359 0.293 -0.0531
C -0.090 1.011 -0.068 -0.2193
C 1.214 0.422 -0.312 -0.5748
H -0.989 -1.337 -1.269 0.1522
H -2.079 0.847 0.822 0.2274
H -0.174 2.085 -0.213 0.2183
H 1.914 0.881 -1.007 0.2683
```

Values from the calculation:
Charge: 0
Energy in eV: -9339.1202


[6]
8 unconnected molecules or ions with the total composition C4H22NO9, computed with wB97M-V/def2-TZVPD.

Structure (XYZ):
```
36
Properties=species:S:1:pos:R:3:nbo_charge:R:1
C 0.264 -2.219 0.610 -0.6379
C 0.789 -1.087 1.370 -0.2798
N 0.695 0.292 0.808 -0.2087
C 1.493 0.695 -0.412 -0.3826
C 0.601 0.309 -1.547 0.7492
O -0.457 1.038 -1.706 -0.7500
O 0.924 -0.677 -2.233 -0.6387
H 0.657 -2.210 -0.435 0.2412
H -0.807 -2.133 0.514 0.2402
H 0.523 -3.212 1.098 0.2543
H 0.457 -0.993 2.404 0.2270
H 1.909 -1.353 1.368 0.2301
H -0.277 0.369 0.629 0.4209
H 2.643 0.318 -0.373 0.2868
H 1.653 1.886 -0.240 0.2841
H -2.472 1.849 -3.050 0.4556
H -1.292 0.910 -3.119 0.4887
O -2.068 1.284 -3.686 -0.9806
H 2.510 -1.091 -1.617 0.4694
H 3.203 -2.096 -2.456 0.4727
O 3.419 -1.431 -1.772 -0.9703
H -1.181 3.092 0.834 0.4657
H -1.066 2.376 -0.446 0.4932
O -1.790 2.712 0.267 -0.9643
H -0.863 -1.702 -2.301 0.4750
H -2.070 -1.206 -2.844 0.4684
O -1.790 -1.838 -2.308 -0.9418
H -0.963 0.668 2.397 0.4509
H -2.044 1.469 2.999 0.4897
O -1.075 1.288 3.097 -0.9349
H 1.545 0.147 3.725 0.4417
H 1.585 1.516 4.108 0.4697
O 1.957 0.641 4.354 -0.9083
H -2.452 -0.473 -0.494 0.5187
H -2.052 0.862 0.158 0.4823
O -2.109 0.000 0.298 -0.9775
```

Values from the calculation:
Charge: 0
<S²>: 0.76
Energy in eV: -24418.6035
Spin multiplicity: 2


[7]
A molecular structure, C8H15AlF5N3, computed with wB97M-V/def2-TZVPD.

Structure (XYZ):
```
32
Properties=species:S:1:pos:R:3:nbo_charge:R:1
Al 0.540 -0.347 -0.902 2.0685
C -1.066 1.954 -1.125 -0.2547
C -1.617 1.257 0.081 -0.2596
N -1.195 -0.218 0.057 -0.7814
C -1.098 -0.650 1.452 -0.2599
C 0.373 -0.725 1.934 -0.2607
N 1.270 -0.055 0.970 -0.7654
C 1.331 1.468 1.122 -0.2425
C 1.292 2.239 -0.177 -0.2533
N 0.413 1.602 -1.171 -0.7780
H -1.075 3.019 -0.918 0.2499
H -1.604 1.691 -2.076 0.2615
H -2.729 1.306 0.140 0.2708
H -1.430 1.697 1.001 0.2305
H -1.880 -0.783 -0.392 0.4522
H -1.466 -1.678 1.596 0.2678
H -1.761 0.002 2.003 0.2324
H 0.724 -1.751 2.096 0.2555
H 0.455 -0.319 2.963 0.2520
H 2.211 -0.454 1.167 0.4549
H 2.224 1.772 1.628 0.2637
H 0.538 1.731 1.748 0.2156
H 2.277 2.190 -0.631 0.2465
H 1.080 3.278 -0.076 0.2549
H 0.732 1.902 -2.142 0.4596
F -1.653 -2.462 -1.357 -0.3049
C -0.443 -2.911 -0.958 0.4118
F -0.503 -3.324 0.311 -0.2883
C 0.495 -3.387 -1.821 0.7891
F 1.573 -3.909 -1.334 -0.2261
F 0.405 -3.226 -3.088 -0.2127
F 1.588 -0.907 -2.102 -0.7500
```

Values from the calculation:
Charge: +2
Energy in eV: -33180.1963


[8]
A single C3H4FNS molecule, computed with wB97M-V/def2-TZVPD.

Structure (XYZ):
```
10
Properties=species:S:1:pos:R:3:nbo_charge:R:1
N -1.492 -0.102 -0.215 -0.7830
C -0.424 0.730 -0.472 0.0785
S -0.468 2.072 -1.432 -0.1134
C 0.798 0.375 0.273 -0.3669
C 1.179 -0.888 0.261 0.2681
F 2.244 -1.243 0.988 -0.3214
H -1.534 -0.640 0.654 0.3965
H -2.367 0.226 -0.543 0.4023
H 1.508 1.165 0.634 0.2595
H 0.555 -1.695 -0.149 0.1800
```

Values from the calculation:
Charge: 0
Energy in eV: -18217.8075